Arrangement w

Molecular formula: C10H16N2O3
Method: DFT, ωB97M-V with the def2-TZVPD basis set

SMILES = O=C(O)[C@@H]1CCCN1C(=O)[C@@H]1CCCN1

Each line ends with the Löwdin charge.
Cartesian coordinates (Å):
O (0.4167, 0.9493, 3.1902)  0.050
C (0.1904, 0.7951, 1.9540)  -0.339
O (-0.3204, 1.8643, 1.2128)  0.054
C (0.7571, -0.2859, 1.0272)  -0.278
C (2.1029, -0.7827, 1.6994)  -0.054
C (3.0225, -0.0535, 0.6804)  -0.182
C (2.3075, 0.9774, -0.0995)  -0.106
N (1.0935, 0.1883, -0.1759)  -0.047
C (0.5983, -0.1460, -1.4663)  -0.394
O (1.2258, 0.0268, -2.4568)  0.117
C (-0.8141, -0.5815, -1.6163)  -0.272
C (-1.6799, 0.6179, -1.4978)  -0.152
C (-2.8530, 0.2198, -0.5743)  -0.176
C (-2.7223, -1.3006, -0.6326)  -0.198
N (-1.2679, -1.4143, -0.4958)  -0.031
H (-0.7568, 2.4883, 1.8141)  0.127
H (-0.0439, -0.9788, 0.9365)  0.125
H (2.2922, -0.5540, 2.7824)  0.111
H (2.1762, -1.9978, 1.6079)  0.155
H (4.0291, 0.3142, 1.0730)  0.139
H (3.2963, -0.7234, -0.0150)  0.069
H (2.0280, 1.9345, 0.4822)  0.154
H (2.6608, 1.3093, -1.0235)  0.108
H (-0.7663, -1.1670, -2.6671)  0.195
H (-1.0974, 1.3705, -0.9671)  0.091
H (-1.9302, 1.2030, -2.4862)  0.162
H (-3.8705, 0.7273, -0.9137)  0.139
H (-2.7356, 0.7207, 0.4228)  0.102
H (-2.9749, -1.5860, -1.6515)  0.109
H (-3.3226, -1.8191, 0.1867)  0.140
H (-1.0415, -2.3161, -0.3303)  0.083



Arrangement x

Molecular formula: C10H16N2O3
Method: DFT, ωB97M-V with the def2-TZVPD basis set

SMILES = O=C(O)[C@@H]1CCCN1C(=O)[C@@H]1CCCN1

Each line ends with the Löwdin charge.
Cartesian coordinates (Å):
O (1.8651, -0.0054, -2.4714)  0.105
C (0.6363, -0.1252, -2.4296)  -0.474
O (0.1446, -1.1922, -3.0447)  0.121
C (-0.4125, 0.6894, -1.7776)  -0.235
C (-0.7919, 2.0760, -2.3470)  -0.090
C (0.0666, 3.0211, -1.5247)  -0.173
C (0.4166, 2.2900, -0.2234)  -0.120
N (0.0435, 0.9130, -0.4796)  -0.028
C (0.7345, -0.0159, 0.2880)  -0.337
O (1.7424, 0.2497, 0.9641)  0.067
C (0.0665, -1.3689, 0.6624)  -0.214
C (-1.2567, -1.2666, 1.5239)  -0.116
C (-0.7322, -1.4418, 2.9908)  -0.162
C (0.3374, -2.5249, 2.7519)  -0.235
N (0.9969, -2.1509, 1.5155)  -0.037
H (0.8857, -1.7553, -3.2805)  0.132
H (-1.3044, 0.0020, -1.7955)  0.171
H (-1.8604, 2.2654, -2.1531)  0.118
H (-0.6067, 2.3582, -3.4436)  0.149
H (0.9362, 3.2708, -2.0982)  0.102
H (-0.3649, 4.0084, -1.4153)  0.108
H (1.4633, 2.4022, 0.0319)  0.116
H (-0.2521, 2.7659, 0.6127)  0.156
H (-0.0969, -1.9367, -0.2836)  0.138
H (-1.9165, -2.0758, 1.2773)  0.092
H (-1.8216, -0.3671, 1.1813)  0.112
H (-1.4001, -1.8762, 3.7162)  0.088
H (-0.2625, -0.4639, 3.3727)  0.134
H (-0.1772, -3.5202, 2.6150)  0.118
H (1.1284, -2.6196, 3.5384)  0.126
H (1.7924, -1.6055, 1.7256)  0.069



Winner for stability: arrangement x



Arrangement w

Molecular formula: C11H21N3
Method: DFT, ωB97M-V with the def2-TZVPD basis set

Each line ends with the Löwdin charge.
Cartesian coordinates (Å):
C (0.9135, 2.2813, -2.6386)  -0.207
C (0.2567, 2.8574, -0.7026)  -0.143
C (2.9785, 0.5359, 0.4510)  -0.096
C (-2.4227, -1.8709, 0.7054)  -0.014
C (-1.4865, 0.2883, 1.6244)  -0.074
C (-2.0344, 0.2664, -0.6431)  -0.068
C (0.5551, -1.4395, -1.1476)  -0.085
C (0.7166, -1.9055, 1.2067)  -0.061
C (1.7127, 1.2120, 0.5362)  -0.113
C (-1.4555, -0.6491, 0.3729)  -0.518
C (0.0459, -0.9726, 0.1474)  -0.242
N (0.1405, 3.1585, -1.9547)  0.067
N (1.4865, 1.3907, -1.8669)  0.092
N (1.1236, 1.7419, -0.6087)  -0.118
H (1.1306, 2.1159, -3.6673)  0.099
H (-0.3916, 3.1233, 0.0908)  0.111
H (3.0072, -0.4268, 0.9437)  0.060
H (3.6271, 1.1508, 1.0196)  0.072
H (3.2765, 0.3416, -0.5757)  0.080
H (-3.4042, -1.7454, 0.2496)  0.074
H (-2.4731, -2.0356, 1.7647)  0.065
H (-2.0140, -2.7630, 0.1457)  0.089
H (-1.2138, -0.1475, 2.6076)  0.088
H (-0.9071, 1.2507, 1.4104)  0.077
H (-2.4898, 0.6042, 1.6891)  0.053
H (-2.2950, -0.1444, -1.5117)  0.047
H (-2.8943, 0.9285, -0.3092)  0.125
H (-1.2886, 0.9739, -0.8071)  0.032
H (0.0553, -2.4665, -1.3403)  0.131
H (0.2742, -0.8929, -1.9259)  0.013
H (1.6127, -1.5201, -1.0884)  0.067
H (0.3319, -2.8704, 1.0399)  0.057
H (0.4396, -1.6919, 2.2087)  0.060
H (1.7858, -1.9846, 1.0256)  0.061
H (1.3001, 1.3058, 1.5482)  0.123



Arrangement x

Molecular formula: C11H21N3
Method: DFT, ωB97M-V with the def2-TZVPD basis set

Each line ends with the Löwdin charge.
Cartesian coordinates (Å):
C (-2.8069, -0.1046, 3.2764)  -0.217
C (-2.7367, 1.8554, 2.3310)  -0.150
C (-2.6367, -0.4605, -0.7242)  -0.065
C (1.9099, 0.2119, -2.5852)  -0.057
C (3.5439, -0.7505, -0.7737)  -0.033
C (1.2177, -1.6982, -1.4078)  -0.076
C (0.7815, 1.5096, -0.3286)  0.053
C (1.3333, -0.4912, 1.2588)  -0.054
C (-2.6472, 0.8945, -0.0083)  -0.098
C (2.0384, -0.4371, -1.1490)  -0.527
C (1.4454, 0.3991, 0.0095)  -0.253
N (-2.6965, 1.1518, 3.5552)  0.001
N (-2.6718, -0.3959, 1.9267)  0.012
N (-2.7270, 0.7251, 1.2677)  -0.166
H (-2.8166, -0.9818, 3.9600)  0.118
H (-3.6959, 2.2833, 2.1508)  0.104
H (-1.9230, -0.3763, -1.6700)  0.095
H (-3.5574, -0.5628, -1.3482)  0.072
H (-2.4084, -1.3769, -0.1855)  0.056
H (2.2117, 1.2150, -2.6426)  0.054
H (0.7792, 0.0534, -2.9701)  0.135
H (2.5465, -0.2627, -3.1821)  0.021
H (4.1316, 0.1890, -0.7875)  0.093
H (3.3962, -1.3103, 0.1546)  0.068
H (4.1347, -1.3480, -1.4628)  0.070
H (0.4274, -1.5778, -2.0098)  -0.003
H (1.9244, -2.3884, -2.0435)  0.128
H (0.8122, -2.2704, -0.4894)  0.111
H (-1.8202, 2.6154, 2.1611)  0.160
H (0.3258, 2.0726, 0.4450)  0.042
H (0.7527, 1.9344, -1.2838)  0.036
H (1.7935, -1.4038, 1.1315)  0.017
H (0.3365, -0.7182, 1.7135)  0.094
H (1.9491, -0.0478, 2.0147)  0.075
H (-2.6476, 1.8525, -0.3044)  0.083



Winner for stability: arrangement w



Arrangement w

Molecular formula: C3H4O2S2
Method: DFT, ωB97M-V with the def2-TZVPD basis set

SMILES = S=COCOC=S

Each line ends with the Löwdin charge.
Cartesian coordinates (Å):
S (0.1791, 2.3897, -2.4043)  0.720
C (-0.0372, 1.0072, -1.6140)  -0.753
O (0.8607, 0.4139, -0.8307)  -0.098
C (0.4100, -0.7884, -0.2685)  -0.229
O (-0.6176, -0.5883, 0.6714)  -0.118
C (-0.3987, -0.1400, 1.9166)  -0.753
S (0.9349, 0.2015, 2.6576)  0.782
H (-0.9638, 0.4083, -1.6623)  0.084
H (1.1920, -1.4156, 0.1795)  0.143
H (-0.1872, -1.3248, -1.0371)  0.145
H (-1.3721, -0.1635, 2.3918)  0.076



Arrangement x

Molecular formula: C3H4O2S2
Method: DFT, ωB97M-V with the def2-TZVPD basis set

Each line ends with the Löwdin charge.
Cartesian coordinates (Å):
C (-2.0152, 1.4110, -0.4690)  -0.381
C (-1.2017, 0.2738, -0.2660)  -0.484
C (2.1040, -0.4847, 0.4910)  -0.461
O (-3.2575, 1.3961, -0.3249)  0.021
O (-0.6622, -2.2114, 0.2257)  -0.528
S (-1.6475, -1.2761, -0.3538)  0.982
S (1.1713, 0.8895, -0.2191)  0.722
H (-1.2875, 2.1824, -0.7039)  0.087
H (1.9087, -1.3225, -0.0633)  -0.019
H (1.8186, -0.6491, 1.5233)  0.045
H (3.0689, -0.2091, 0.1599)  0.015



Arrangement y

Molecular formula: C3H4O2S2
Method: DFT, ωB97M-V with the def2-TZVPD basis set

Each line ends with the Löwdin charge.
Cartesian coordinates (Å):
C (-1.3795, -0.1048, -0.1633)  -0.737
C (-0.5493, 1.2087, -0.1489)  -0.235
C (1.6999, 0.7920, 0.3357)  -0.507
H (-0.8613, -2.0053, -0.1764)  0.182
H (-0.9413, 1.9036, -0.7784)  0.099
H (-0.5584, 1.7914, 0.7689)  0.113
H (1.2437, 1.6341, 1.5342)  0.220
O (-0.3697, -1.0820, -0.3754)  -0.068
O (0.7307, 0.9586, -0.5638)  -0.197
S (-2.9899, -0.2721, 0.2446)  0.687
S (2.9650, -0.5849, 0.1319)  0.443



Winner for stability: arrangement w



Arrangement w

Molecular formula: C6H8O2S
Method: DFT, ωB97M-V with the def2-TZVPD basis set

Each line ends with the Löwdin charge.
Cartesian coordinates (Å):
C (-1.4355, 1.0939, 0.8538)  -0.136
C (-1.0424, 2.4148, 0.5041)  -0.507
C (0.5585, 2.8419, 2.5851)  -0.399
C (-0.6854, -0.0719, 0.7796)  -0.306
C (0.8329, -0.2346, -1.3253)  -0.074
C (0.6790, -0.2826, 0.2664)  -0.157
O (0.1370, 1.9065, 3.1464)  -0.007
O (-1.4042, -1.2071, 1.0735)  0.016
S (0.5099, 3.0221, 0.7284)  0.824
H (-2.4342, 0.9646, 1.1399)  0.096
H (-1.9361, 3.1525, 0.3174)  0.104
H (0.5232, -0.9634, -2.0339)  0.046
H (1.8721, -0.2740, -1.6094)  0.060
H (0.3931, 0.7091, -1.7631)  0.089
H (1.2307, 0.7065, 0.4523)  0.081
H (1.2521, -1.0624, 0.5670)  0.074
H (-0.7808, -2.0774, 0.9707)  0.196



Arrangement x

Molecular formula: C6H8O2S
Method: DFT, ωB97M-V with the def2-TZVPD basis set

Each line ends with the Löwdin charge.
Cartesian coordinates (Å):
C (-0.0437, -3.3033, 0.2947)  0.156
C (0.3681, -2.2784, -0.2013)  -0.076
C (1.2869, 1.2240, -0.2236)  -0.252
C (0.8822, -1.0183, -0.6641)  -0.311
C (0.3883, 0.1177, 0.3035)  -0.313
C (-1.1884, 0.4104, 0.1542)  -0.029
O (3.5965, 0.4794, 1.0873)  -0.484
O (2.3809, -1.0599, -0.5120)  -0.349
S (3.0457, 0.4256, -0.2749)  0.932
H (-0.3726, -4.2819, 0.6062)  0.042
H (1.2457, 1.2892, -1.2810)  0.052
H (1.4027, 2.2985, 0.2517)  0.144
H (0.7671, -0.8249, -1.6734)  0.125
H (0.5371, -0.0249, 1.3987)  0.159
H (-1.5613, 0.5388, -0.8677)  0.083
H (-1.4879, 1.2571, 0.7420)  0.067
H (-1.6193, -0.4882, 0.5466)  0.056



Winner for stability: arrangement x



Arrangement w

Molecular formula: CH13N2O4
Method: DFT, ωB97M-V with the def2-TZVPD basis set

net charge = +1

Each line ends with the Löwdin charge.
Cartesian coordinates (Å):
N (1.9054, -0.3469, -0.7117)  0.110
C (0.5530, -0.1949, -0.9964)  -0.130
N (0.1682, 1.0272, -1.4843)  0.109
H (2.5576, 0.4923, -0.7741)  0.108
H (2.3721, -1.2157, -0.1744)  0.200
H (-0.2840, -0.9082, -0.9251)  0.155
H (-0.7929, 1.1609, -1.9102)  0.150
H (0.7739, 1.9497, -1.5143)  0.186
H (-1.0788, -2.7823, 5.6401)  0.076
H (-1.2009, -4.2759, 5.5031)  0.044
O (-1.2124, -3.4882, 4.9108)  -0.120
H (-2.6839, -0.7832, -4.7322)  -0.027
H (-3.5598, -0.0447, -5.4733)  -0.019
O (-3.2122, -0.0743, -4.6595)  0.047
H (-0.7596, 1.3698, 2.0211)  0.098
H (-1.9485, 0.6785, 1.4526)  0.048
O (-1.0393, 0.8641, 1.1763)  -0.098
H (3.8345, 2.2797, 0.6844)  0.086
H (2.6836, 2.3412, 1.3599)  -0.021
O (2.9241, 1.9511, 0.6072)  -0.001



Arrangement x

Molecular formula: CH13N2O4
Method: DFT, ωB97M-V with the def2-TZVPD basis set

net charge = +1

Each line ends with the Löwdin charge.
Cartesian coordinates (Å):
N (0.6984, -0.5867, -0.9191)  0.131
C (-0.2617, -0.5723, 0.0192)  -0.171
N (-1.3733, 0.1333, -0.2510)  0.155
H (0.3612, -0.2807, -1.8552)  0.139
H (1.4659, -1.2978, -0.8249)  0.162
H (-0.3176, -1.0063, 1.0397)  0.172
H (-2.0054, 0.5196, 0.4721)  0.135
H (-1.4996, 0.6303, -1.1956)  0.111
H (5.8333, -3.3098, 0.4598)  0.010
H (5.0593, -2.1576, 0.4829)  0.015
O (4.9629, -3.0768, 0.6761)  -0.025
H (-4.8279, 0.9229, 2.9821)  -0.016
H (-3.6892, 1.8595, 3.2274)  0.064
O (-3.9717, 1.0646, 2.7227)  -0.038
H (0.9837, 1.6523, 1.1955)  0.043
H (2.1204, 0.7413, 1.2233)  0.039
O (1.5205, 1.1330, 0.6278)  -0.018
H (-1.8876, 2.0545, -3.4466)  0.136
H (-1.4414, 0.4520, -3.5977)  0.011
O (-1.7303, 1.1246, -3.0384)  -0.057



Winner for stability: arrangement x